Record 1
Density functional theory data (the ωB97M-V functional and the def2-TZVPD basis) for a 7-piece molecular cluster, C16H53NO21P5 overall.

Structure (XYZ):
```
96
Properties=species:S:1:pos:R:3:forces:R:3
O -4.505 1.290 1.808 -0.18 -1.66 -0.63
H -2.232 4.449 0.552 -0.23 0.07 -0.25
C 0.141 -3.182 3.500 -0.06 -0.56 0.50
H 3.569 6.659 1.580 -0.11 -0.36 0.14
H 0.742 4.966 4.825 0.19 0.44 0.20
O -0.177 -1.157 -1.575 0.32 0.49 -0.11
H -3.192 3.645 1.775 -0.10 -0.15 -0.19
N -0.158 0.395 0.715 0.68 0.09 -0.24
H 6.316 1.149 -0.804 0.04 0.03 0.40
H -4.017 4.777 0.718 0.12 0.05 -0.29
O 2.599 5.058 3.854 -0.09 -0.12 1.15
H 0.408 -2.597 -5.955 0.16 0.45 0.10
C -4.270 0.045 1.049 0.31 0.74 1.19
O 2.613 -0.310 0.169 -3.47 2.41 1.62
H 0.291 0.775 1.559 -0.76 0.26 -0.17
O 0.796 -3.453 -2.197 -0.15 -1.33 0.21
H -0.866 -0.339 0.909 0.42 0.17 0.08
H 4.327 2.286 1.556 -0.31 -0.19 -0.06
H -4.273 -1.832 3.675 0.31 -0.32 -0.05
O -2.789 3.934 -2.242 0.93 1.34 -0.78
H -0.792 4.562 -2.543 -0.13 0.24 0.53
H 3.700 3.216 0.124 -0.52 0.03 0.34
H -2.393 -1.133 -3.654 0.47 -1.07 -0.06
C 1.771 4.635 4.973 0.08 -0.32 -0.49
H -3.261 -2.696 -3.876 0.37 0.14 -0.17
C 5.359 0.752 -1.107 -0.77 -0.25 -0.62
H 2.283 -2.610 1.491 0.25 0.09 -0.62
C -3.295 0.329 -2.487 -0.05 0.72 0.52
H -2.819 0.289 -3.467 -0.30 0.75 0.36
O 4.048 -2.394 0.376 -0.57 -1.59 1.11
P -0.141 -2.252 -2.539 -0.19 0.84 0.30
C -3.223 4.036 0.757 0.03 -0.81 0.03
P 3.656 -1.088 -0.369 3.16 -1.86 -2.05
H 2.076 7.476 1.179 -0.28 -0.33 0.24
H 4.035 -3.143 -3.039 -0.57 0.39 -0.24
P -1.853 -3.391 1.874 0.04 0.41 0.29
C -1.704 4.352 -3.090 0.71 -0.44 -0.90
C 2.609 6.527 1.081 -0.01 0.84 -0.68
H 5.405 0.560 -2.182 0.00 -0.04 0.05
H -1.376 3.590 -3.820 -0.63 -0.08 0.34
H 4.522 1.421 -0.926 0.24 0.44 0.01
H -4.149 -0.349 -2.466 -0.49 0.98 -0.20
H 1.542 -3.370 -4.805 0.02 -0.03 -0.05
C 0.248 -4.509 -1.386 -0.10 0.24 1.11
H -4.233 -0.849 1.699 0.02 0.50 -0.08
O -2.190 -4.535 0.909 -0.65 -0.95 -0.79
H -3.377 -1.891 -2.353 0.75 -0.33 -0.18
O 1.698 3.113 2.483 -0.81 -1.38 -0.04
H 3.214 -4.005 1.442 0.51 -0.36 -0.77
H -0.207 -3.749 -4.808 0.18 0.04 0.16
O -1.567 -2.885 -2.714 -1.20 -0.33 -0.58
H 2.781 6.395 0.009 0.09 -0.16 0.15
H -2.605 -1.336 3.588 0.28 -0.53 -0.42
H -3.793 -3.603 -0.127 0.24 0.07 0.20
O -3.114 -3.325 2.803 -0.43 1.35 1.35
H 2.270 5.036 5.843 -0.28 0.19 0.22
O 5.081 -0.462 -0.409 1.22 0.40 0.27
H -3.301 0.108 0.529 -0.44 -0.04 -0.13
C 4.394 -2.230 -2.562 0.89 -1.06 0.30
O 1.816 5.434 1.555 -0.46 0.90 -0.72
H -5.109 -0.119 0.376 0.10 0.43 -0.15
O 0.337 -1.896 -3.982 0.31 0.39 -1.05
H -1.994 5.217 -3.679 -0.34 0.07 0.35
H -3.312 -5.217 -0.622 -0.19 -0.20 0.06
H 5.155 -2.630 -1.882 0.13 0.42 -0.06
O 3.930 4.289 1.967 0.48 -0.74 -0.26
H -3.756 1.424 2.394 0.06 -0.14 0.01
H -3.121 -2.528 4.800 0.22 -0.44 -0.34
C -3.242 -2.209 3.762 -1.10 0.09 -0.11
O -0.719 -4.060 2.713 1.45 0.31 0.59
H -4.217 -4.969 0.927 -0.02 -0.16 -0.06
H -0.164 -4.074 -0.467 0.03 -0.08 -0.20
H 1.047 -5.176 -1.081 0.18 -0.05 -0.31
H 4.843 -1.555 -3.280 0.05 0.02 -0.19
P -2.715 2.628 -1.418 0.56 -0.71 1.30
H -0.580 1.151 0.066 0.65 -0.88 0.55
C 2.908 -3.196 0.782 -0.51 1.05 1.57
P 2.448 4.348 2.477 0.30 0.54 -0.08
C 0.545 -2.964 -4.943 -0.41 -0.16 0.30
C -2.686 -2.068 -3.188 -0.13 -1.95 0.29
H 2.264 -3.457 -0.049 0.27 -0.36 -0.22
H 5.297 3.504 0.727 -0.01 -0.13 0.10
O -1.375 2.058 -1.111 -0.36 0.51 -0.46
H 0.662 -0.095 0.286 -0.70 0.39 -0.48
O -3.558 2.925 -0.143 -0.07 1.20 0.75
O -3.671 1.689 -2.200 -0.40 -1.49 -0.50
H -2.623 -0.095 -1.731 0.21 0.58 -0.21
H 0.388 -2.277 2.951 -0.28 0.10 0.08
O 3.381 -1.563 -1.842 -0.99 0.27 -0.56
H -0.554 -5.061 -1.870 0.14 0.06 -0.34
C 4.285 3.239 1.043 1.18 0.60 -0.05
H 1.077 -3.679 3.763 -0.18 -0.38 -0.49
O -1.503 -2.120 1.238 0.23 0.85 -0.01
C -3.471 -4.581 0.241 0.19 0.09 -0.24
H -0.337 -3.013 4.471 -0.10 0.39 -0.35
H 1.703 3.547 5.050 0.39 0.07 -0.15
```
Forces are in eV/Å.

## Properties
HOMO-LUMO gap   10.74 eV
Net charge   +1
2S+1   1

***

Record 2
Density functional theory data (the ωB97M-V functional and the def2-TZVPD basis) for a 11-piece molecular cluster, C16H56BF4N4O10 overall.

Structure (XYZ):
```
91
Properties=species:S:1:pos:R:3:forces:R:3
H -0.655 -3.658 3.233 0.20 -0.02 -0.04
H 2.547 -2.272 -0.827 0.27 -0.44 -0.31
O 1.532 -2.352 -2.699 1.53 -1.64 -0.03
N 0.327 -1.867 0.908 1.44 -0.35 -0.67
H 3.156 -1.329 2.204 0.10 -0.02 -0.15
O -3.426 1.603 1.554 -0.60 0.17 -0.05
H 1.738 -4.455 -2.753 -0.01 -0.08 0.72
O 2.291 1.650 -2.931 0.57 0.00 0.07
C -0.986 -2.139 -1.084 0.85 -1.27 -2.21
O -0.281 0.548 3.995 -0.13 -0.38 1.13
C 0.408 -2.428 -0.477 -0.74 1.55 0.31
H -4.291 -0.531 2.368 0.12 -0.18 -0.34
O -0.148 2.359 -4.870 0.78 -0.47 0.60
C -1.084 -4.394 2.553 -0.32 1.30 -0.96
H 0.259 3.862 -0.098 -0.35 -0.22 -0.05
O -3.372 1.147 -1.400 -0.48 -0.06 -0.64
H -0.504 1.460 3.808 0.25 0.38 -0.16
C -1.642 3.612 -2.499 1.80 1.12 2.80
F -0.982 2.499 0.729 -0.77 1.74 0.84
H 0.418 4.283 -5.319 0.13 0.33 -0.01
N 2.817 0.587 2.854 -0.89 0.03 -0.18
H 1.817 1.819 -3.745 -0.43 -0.08 -0.13
H -2.356 -1.782 2.230 0.07 0.42 0.04
H 1.761 3.724 0.025 0.20 -0.24 -0.03
F -0.588 0.830 -0.561 -0.50 -1.20 -2.85
H 7.684 -1.142 3.298 -0.78 1.11 0.05
H 6.698 -2.379 4.178 -0.24 0.63 0.56
H -1.186 -1.130 -1.443 0.18 0.08 0.74
C -1.583 2.522 -4.661 1.42 0.60 -1.89
B -0.348 1.295 0.672 0.45 -0.47 -0.20
H -4.657 -4.641 1.762 0.23 0.12 0.08
H -5.570 -1.030 1.254 -0.53 0.25 0.58
C -4.994 -1.329 2.130 0.54 -0.50 0.08
H -3.626 1.428 2.473 -0.07 0.01 0.18
H -0.978 -2.698 -2.020 -0.27 -0.22 -0.43
C 2.286 -3.548 -3.006 -1.36 0.24 -1.21
H 1.955 0.587 2.327 -0.50 0.25 0.59
H -1.354 -5.277 3.133 -0.95 0.07 -0.09
H 0.523 -3.506 -0.363 -0.01 -0.18 -0.14
C 1.658 -1.937 -1.361 -1.52 0.39 1.43
C 3.906 0.089 0.614 -0.26 -0.49 1.00
H 3.163 1.528 2.730 0.24 0.29 0.02
H -2.983 -2.887 3.427 0.02 -0.24 0.33
H 0.401 3.230 -6.698 0.33 -0.33 -0.21
C 4.995 -0.373 2.888 -1.78 -1.22 -0.08
H -0.332 -4.724 1.837 0.04 0.22 0.05
O 1.066 4.376 -0.066 0.18 0.49 -0.03
C 6.845 -1.836 3.245 0.20 -2.58 -1.09
O 0.456 3.338 2.955 0.05 -0.03 0.73
H 1.723 3.145 -5.419 -0.18 -0.52 -0.17
H 4.742 -0.300 3.946 -0.07 -0.66 0.36
H 2.282 -3.607 -4.095 0.22 0.26 -0.17
O 5.624 -1.626 2.550 0.96 2.21 0.77
H -5.543 -1.512 3.053 -0.59 0.13 -0.24
N -5.023 -3.759 2.091 -2.13 -1.54 -0.20
H -2.489 0.898 -1.128 0.41 -0.19 0.20
H -4.021 -2.515 0.679 -0.69 -0.65 -0.43
H 5.572 0.544 2.767 0.56 -0.12 -0.93
F 1.012 1.413 0.803 1.10 0.59 0.48
O -2.114 -3.711 1.736 1.00 -2.58 0.42
C 3.623 -0.346 2.130 2.39 0.95 -0.96
H -1.807 2.675 -1.967 0.47 -0.17 -0.73
H -3.919 3.538 -4.720 -0.11 0.18 -0.53
H 4.538 0.976 0.634 0.28 -0.02 0.05
H -2.470 1.598 1.510 0.22 0.09 0.04
H -1.585 4.672 -4.245 -0.21 -0.04 -0.50
C -2.872 -2.734 2.354 -0.53 1.57 0.53
N -3.524 3.839 -3.840 0.90 -0.31 -0.65
H 1.629 1.735 -2.245 -0.31 -0.01 0.20
H -1.998 2.593 -5.667 -0.42 -0.08 -0.26
H -1.915 1.583 -4.218 0.07 0.18 0.23
H 0.671 3.104 2.053 0.11 0.00 -0.23
H -5.118 -3.764 3.097 -0.07 -0.32 0.07
H 7.292 -2.621 2.634 0.29 -0.28 -0.12
H -1.812 -2.592 -0.535 0.20 0.35 0.42
H 3.327 -3.622 -2.691 -0.09 0.52 0.50
H -0.619 3.981 -2.561 0.59 -0.68 1.18
F -0.851 0.362 1.578 -0.94 0.49 0.28
H -3.755 3.066 -3.233 -0.43 -0.15 0.50
H -0.196 4.035 2.874 -0.10 0.19 -0.15
H 1.797 -0.859 -1.447 -0.60 0.21 0.45
H 3.038 0.391 0.028 -0.30 -0.28 0.37
H -2.160 4.323 -1.856 -0.12 0.40 -0.20
C 0.663 3.270 -5.640 -2.11 0.61 0.89
H 0.179 -0.872 0.821 0.44 -0.46 -0.12
H 4.401 -0.710 0.062 0.21 0.03 0.04
H -0.503 0.077 3.192 0.11 0.04 0.08
H -3.710 1.670 -0.673 -0.11 0.03 0.47
C -2.016 3.742 -3.876 -2.59 -0.44 -1.09
C -4.298 -2.633 1.727 3.47 1.79 0.20
H -0.575 -2.182 1.235 0.00 -0.21 0.22
```
Forces are in eV/Å.

## Properties
HOMO-LUMO gap   8.88 eV
Net charge   -1
2S+1   1

***

Record 3
Density functional theory data (the ωB97M-V functional and the def2-TZVPD basis) for a 12-piece molecular cluster, C16H56N14O12 overall.

Structure (XYZ):
```
98
Properties=species:S:1:pos:R:3:forces:R:3
N -5.373 -2.264 0.529 -7.25 -2.26 -1.51
O 1.292 4.945 0.262 -0.23 -2.29 -4.51
O 1.725 0.833 -2.357 -1.49 -1.19 -5.82
N 1.887 0.024 -4.527 5.78 -0.43 -4.40
H -0.560 3.037 -1.714 0.18 0.43 0.49
C -3.127 1.299 -2.437 -2.73 0.84 -2.19
H 1.337 4.504 2.884 -0.21 -1.77 -0.07
H -0.024 -2.561 -0.219 -0.47 -1.44 -0.22
H 1.724 2.311 -1.624 -0.13 0.47 0.45
H -1.566 0.460 5.238 -0.41 1.20 0.10
N -0.029 0.566 -3.846 -5.56 2.63 0.52
H -0.002 -0.891 5.862 0.05 -0.07 -0.41
H 1.176 -3.191 -5.047 -0.12 0.57 0.57
O -1.510 4.495 2.181 0.21 1.43 0.09
H 0.995 -5.612 1.519 0.80 -1.21 -0.15
O 0.239 -5.131 1.786 -1.68 -1.20 1.49
N 2.471 2.668 1.860 3.29 -2.49 -1.73
H 3.508 -4.419 -2.818 -1.86 1.64 0.72
H -2.873 0.336 -2.127 1.38 -1.64 0.23
H 4.893 0.684 2.090 0.10 -0.08 -0.32
C 1.236 0.563 -3.588 -1.70 2.27 8.52
H -1.367 -2.077 -2.167 2.78 0.03 -1.96
O -4.200 -0.556 1.649 -1.17 -5.04 -2.91
H -0.949 -0.099 -0.904 -0.45 -0.90 1.28
H -2.950 3.361 -1.977 0.74 -0.38 0.50
H -6.310 -1.939 0.813 1.19 0.51 -0.15
H 1.862 2.636 0.073 0.40 -0.25 0.13
H -4.229 1.188 -2.232 0.83 0.98 0.15
C 1.346 2.443 2.495 -1.66 -5.24 0.05
H 3.631 0.020 3.077 0.62 0.24 -1.72
H 3.211 -0.050 -0.971 1.08 0.73 2.37
H -0.680 1.158 -3.160 1.41 -0.98 -1.46
C -2.417 2.413 -1.716 -2.81 -0.86 1.48
C 0.504 -3.849 1.332 0.94 -0.37 -1.29
H -1.617 2.001 3.019 -0.11 -0.03 -1.28
H 0.568 -0.461 -0.195 0.40 0.16 0.52
C -0.053 -2.961 -3.488 -2.98 -7.00 0.70
H -0.563 4.349 2.312 -0.51 0.44 -0.45
O -0.992 -0.711 1.217 -1.36 -0.87 -4.21
N 0.875 -2.526 -4.323 2.78 -0.11 -3.58
O 2.493 -1.266 1.362 3.12 4.88 -1.53
C 2.982 -2.990 -1.499 5.64 -0.97 5.57
C 3.329 -0.230 1.121 -4.46 -7.38 1.34
N -0.520 -1.927 -2.870 -5.62 3.37 4.93
H -0.594 -0.436 1.992 1.70 1.23 2.40
C -4.307 -1.725 0.986 2.45 5.85 4.10
H 1.554 -3.899 1.176 1.34 1.21 0.09
H 2.977 1.745 1.871 0.07 1.70 -0.42
N 3.643 0.262 -0.023 1.17 3.05 -5.29
H 1.299 -1.832 -1.814 0.43 -0.43 0.28
H 2.280 -1.464 -0.361 -0.68 -1.98 -1.27
C -1.672 -0.470 4.729 0.41 0.11 0.29
H 0.227 5.578 -1.801 1.44 -2.47 -0.39
H 1.277 -1.518 -4.364 -0.98 -2.82 0.17
H 0.113 3.527 3.613 -0.10 -0.16 0.24
H 4.248 1.167 0.004 -1.71 -2.44 -0.53
O 0.023 -2.288 4.328 -0.59 -0.09 0.02
N 1.791 3.000 -0.862 0.61 -1.13 -0.39
O 0.814 1.186 2.568 2.36 6.11 0.06
H -2.764 3.708 0.721 0.24 0.66 -0.35
N 3.958 0.319 2.120 0.78 0.68 5.63
H -2.092 -0.363 3.789 -0.55 0.56 -2.17
H 0.405 -0.351 4.265 0.50 1.53 -0.77
H 2.130 -3.382 -3.256 -0.26 -0.03 -0.38
H -1.050 3.000 0.829 -0.31 0.85 -0.58
H 0.986 -2.390 4.221 -0.68 0.31 0.05
C 1.277 4.215 -0.887 2.97 0.09 9.96
H 2.950 3.552 1.642 -0.88 -0.62 0.58
H -2.413 -0.994 5.255 -0.60 -1.29 1.14
N 2.757 -3.698 -2.559 2.80 -4.15 -2.31
H -0.378 0.278 -4.786 0.40 0.61 1.27
H -1.092 -4.061 -0.066 -0.44 0.28 0.13
N 2.158 -1.998 -1.297 -0.73 3.66 2.06
C -0.076 -3.681 -0.040 -0.93 2.36 0.19
H 0.265 -3.101 2.062 -0.49 0.33 0.17
C -0.397 -0.063 0.082 -0.83 -0.78 -0.60
H -0.453 -0.887 -3.159 0.12 -2.87 0.42
N 0.923 3.552 3.019 -2.47 3.22 2.48
H -3.171 2.582 2.904 -0.83 -0.21 -0.56
C -2.381 2.255 2.232 0.91 0.51 0.30
H 1.679 0.269 -5.522 0.32 -0.27 1.37
H 0.411 -4.208 -0.834 0.72 -0.29 -0.27
H -2.523 2.132 -0.623 0.11 0.85 -1.12
H -2.445 -1.878 0.961 0.59 -0.51 0.18
H -3.175 -2.807 -0.253 -0.15 0.15 2.12
H -2.581 1.379 1.580 -0.30 0.31 0.88
H -0.405 0.982 0.196 0.65 1.48 0.66
O -1.103 2.358 -2.103 1.17 -0.30 -1.08
O -0.482 -4.271 -3.262 2.59 6.91 -1.66
C -0.285 -0.946 4.784 1.79 -2.28 1.79
H -5.534 -3.251 0.203 1.45 1.51 0.62
N 0.716 4.606 -1.921 -5.45 6.00 -7.83
H 0.648 4.240 -2.931 0.66 0.34 2.71
H 2.799 0.289 -4.192 1.65 -0.87 -1.15
H -3.131 1.425 -3.576 0.45 -0.32 1.40
O 4.011 -3.249 -0.620 -4.39 1.07 -4.14
N -3.239 -2.493 0.768 2.78 -0.22 -2.42
C -1.912 3.473 1.346 -0.03 -3.38 1.60
```
Forces are in eV/Å.

## Properties
HOMO-LUMO gap   7.26 eV
2S+1   1
SMILES   NC(N)=O.NC(N)=O.NC(N)=O.NC(N)=O.NC(N)=O.NC(N)=O.NC(N)=O.CCO.CCO.CCO.CCO.CO

***

| no. | largest force on an atom (eV/A) | electronic energy (eV) | E_LUMO (eV) |
| --- | --- | --- | --- |
| 1 | 4.53 | -108389.07606 | -1.69 |
| 2 | 3.91 | -55487.02409 | 2.71 |
| 3 | 11.27 | -62926.53531 | -0.92 |